Below is a cluster of 2 separate species, C13H19N in total, with properties calculated with the ωB97M-V functional and the def2-TZVPD basis.

Geometry as XYZ:
```
33
Properties=species:S:1:pos:R:3
N -1.151 -2.075 1.065
C -1.048 0.183 0.899
C 1.484 -1.376 -3.123
C -2.501 1.530 -0.469
C -3.216 0.387 -0.802
C 1.024 -0.310 -2.121
C 1.017 0.459 2.541
C -0.059 -1.690 1.707
C 2.190 0.210 -1.284
C -2.926 -0.871 -0.250
C -1.793 -0.960 0.518
C 1.174 1.970 2.281
C 0.026 -0.263 1.705
C -1.474 1.450 0.457
H -1.342 -3.049 0.873
H 0.742 -2.142 -3.348
H 2.788 1.034 -1.674
H 0.304 2.512 2.653
H 2.421 -1.824 -2.796
H 1.991 -0.007 2.411
H 2.012 2.324 2.874
H 0.267 -0.693 -1.434
H -0.969 2.310 0.864
H 0.551 0.571 -2.570
H 0.603 -2.430 2.144
H 1.611 -0.922 -4.106
H 2.846 -0.576 -0.908
H 0.746 0.320 3.591
H -2.765 2.495 -0.882
H -3.604 -1.722 -0.257
H -4.082 0.396 -1.445
H 1.777 0.604 -0.340
H 1.355 2.151 1.226
```

Output
- LUMO (alpha / beta) (eV) = -3.65 / -6.72
- 2S+1 = 2
- frontier orbital gap (alpha / beta) (hartree) = 0.3347 / 0.2464
- ΔE to the lowest compared entry with this formula, charge and spin (kcal per mole) = 7.92
- net charge = +1

Population analysis type Löwdin, resulting atomic charges in e: number 1, N, carries 0.154; number 2, C, carries -0.116; number 3, C, carries -0.103; number 4, C, carries -0.031; number 5, C, carries -0.011; number 6, C, carries -0.299; number 7, C, carries -0.169; number 8, C, carries 0.055; number 9, C, carries -0.113; number 10, C, carries 0.036; number 11, C, carries -0.188; number 12, C, carries -0.077; number 13, C, carries -0.090; number 14, C, carries 0.045; number 15, H, carries 0.186; number 16, H, carries 0.066; number 17, H, carries 0.083; number 18, H, carries 0.081; number 19, H, carries 0.070; number 20, H, carries 0.127; number 21, H, carries 0.085; number 22, H, carries 0.070; number 23, H, carries 0.109; number 24, H, carries 0.106; number 25, H, carries 0.162; number 26, H, carries 0.073; number 27, H, carries 0.073; number 28, H, carries 0.138; number 29, H, carries 0.123; number 30, H, carries 0.134; number 31, H, carries 0.123; number 32, H, carries 0.033; number 33, H, carries 0.068

Below is the ion C13H19N2 with charge +1, with properties calculated with the ωB97M-V functional and the def2-TZVPD basis.

Geometry as XYZ:
```
34
Properties=species:S:1:pos:R:3
N 1.852 1.045 0.214
N 1.143 -0.774 -1.255
C 2.333 1.955 -0.830
C -4.182 -0.709 -0.808
C 1.923 -0.817 -2.547
C -2.893 -1.321 -0.622
C -3.354 1.246 0.339
C 1.235 -0.159 -0.114
C 0.451 -0.890 1.138
C -1.928 -0.682 0.146
C 2.201 1.580 1.488
C -4.337 0.622 -0.454
C -2.209 0.612 0.631
C 1.444 -1.862 1.614
C -0.731 -1.419 0.495
H -3.335 2.354 0.522
H 2.115 -1.938 -2.617
H -0.850 -2.404 0.373
H 2.872 -0.215 -2.581
H 1.193 -2.421 2.494
H 1.562 2.500 1.766
H 2.150 0.865 2.354
H 1.258 -0.470 -3.456
H -1.671 1.071 1.480
H 3.150 2.015 1.582
H 2.251 -1.208 1.924
H 1.818 1.660 -1.743
H -2.849 -2.341 -0.996
H 1.740 -2.642 0.983
H 0.277 0.001 1.791
H 2.065 3.129 -0.689
H 3.400 1.868 -0.913
H -4.873 -1.325 -1.129
H -5.225 1.077 -0.582
```

Output
- LUMO (alpha / beta) (eV) = -5.70 / -5.70
- frontier orbital gap (alpha / beta) (hartree) = 0.2246 / 0.2246
- ΔE to the lowest compared entry with this formula, charge and spin (kcal per mole) = 112.79
- net charge = +1

Population analysis type Löwdin, resulting atomic charges in e: number 1, N, carries -0.159; number 2, N, carries 0.029; number 3, C, carries -0.053; number 4, C, carries 0.011; number 5, C, carries -0.102; number 6, C, carries 0.050; number 7, C, carries -0.048; number 8, C, carries -0.260; number 9, C, carries -0.256; number 10, C, carries -0.180; number 11, C, carries -0.092; number 12, C, carries 0.014; number 13, C, carries -0.023; number 14, C, carries -0.047; number 15, C, carries 0.176; number 16, H, carries 0.145; number 17, H, carries 0.088; number 18, H, carries 0.105; number 19, H, carries 0.070; number 20, H, carries 0.092; number 21, H, carries 0.124; number 22, H, carries 0.099; number 23, H, carries 0.110; number 24, H, carries 0.138; number 25, H, carries 0.070; number 26, H, carries 0.084; number 27, H, carries 0.069; number 28, H, carries 0.134; number 29, H, carries 0.085; number 30, H, carries 0.145; number 31, H, carries 0.149; number 32, H, carries 0.084; number 33, H, carries 0.063; number 34, H, carries 0.084

Below is an isolated molecule of C13H19NO2, with properties calculated with the ωB97M-V functional and the def2-TZVPD basis.

Geometry as XYZ:
```
35
Properties=species:S:1:pos:R:3
O -1.543 -1.452 -0.170
O 2.147 1.662 0.357
N 0.600 -0.003 0.212
C -2.648 -2.332 -0.193
C -1.925 2.684 -0.171
C 2.734 -1.228 -1.981
C 3.896 -0.231 1.593
C -1.756 -0.093 -0.170
C -0.697 2.073 0.022
C -3.057 1.918 -0.363
C -3.369 -2.409 1.149
C 3.648 -0.739 -0.864
C -0.599 0.691 0.024
C 1.862 0.484 0.353
C 2.920 -0.611 0.482
C -2.975 0.533 -0.362
H -1.991 3.761 -0.169
H 2.443 -1.567 0.723
H 2.295 -2.192 -1.727
H 1.930 -0.519 -2.163
H -3.874 -0.043 -0.518
H 4.298 0.760 1.400
H 3.389 -0.213 2.556
H 0.195 2.659 0.171
H 4.481 -1.436 -0.746
H -2.210 -3.305 -0.437
H -3.777 -1.440 1.425
H -3.343 -2.059 -0.996
H 0.474 -1.006 0.193
H -4.179 -3.130 1.088
H -2.675 -2.722 1.925
H 4.716 -0.944 1.643
H 3.298 -1.345 -2.904
H -4.017 2.388 -0.515
H 4.059 0.237 -1.128
```

Output
- LUMO (eV) = 0.75
- SMILES string = CCOc1ccccc1NC(=O)[C@H](C)CC
- frontier orbital gap (hartree) = 0.3269
- ΔE to the lowest compared entry with this formula, charge and spin (kcal per mole) = 7.71

Population analysis type Löwdin, resulting atomic charges in e: number 1, O, carries -0.069; number 2, O, carries 0.082; number 3, N, carries 0.153; number 4, C, carries -0.244; number 5, C, carries -0.089; number 6, C, carries -0.098; number 7, C, carries -0.058; number 8, C, carries -0.200; number 9, C, carries -0.005; number 10, C, carries -0.093; number 11, C, carries -0.061; number 12, C, carries -0.221; number 13, C, carries -0.142; number 14, C, carries -0.453; number 15, C, carries -0.309; number 16, C, carries -0.031; number 17, H, carries 0.102; number 18, H, carries 0.137; number 19, H, carries 0.074; number 20, H, carries 0.071; number 21, H, carries 0.105; number 22, H, carries 0.082; number 23, H, carries 0.082; number 24, H, carries 0.101; number 25, H, carries 0.112; number 26, H, carries 0.124; number 27, H, carries 0.068; number 28, H, carries 0.116; number 29, H, carries 0.135; number 30, H, carries 0.078; number 31, H, carries 0.080; number 32, H, carries 0.078; number 33, H, carries 0.071; number 34, H, carries 0.101; number 35, H, carries 0.120

Below is an isolated molecule of C13H19NO3S3, with properties calculated with the ωB97M-V functional and the def2-TZVPD basis.

Geometry as XYZ:
```
39
Properties=species:S:1:pos:R:3
S -0.072 -1.480 -1.068
S 2.878 1.132 -2.490
S -0.703 -0.685 4.058
O 3.732 1.381 -3.614
O -3.296 0.491 0.089
O 3.367 1.460 -1.185
N -2.662 -1.648 0.484
C -1.862 -1.914 3.364
C -3.169 -1.293 2.869
C -0.893 0.934 -1.455
C 0.365 0.844 -2.083
C 0.928 -0.404 -1.963
C 1.166 1.985 1.494
C 2.285 -0.626 -2.477
C -1.279 -0.241 -0.868
C -0.124 0.080 2.500
C 1.204 1.872 -2.732
C -2.505 -0.419 -0.066
C -3.634 -1.880 1.530
C 0.754 1.286 2.785
H 0.199 1.982 3.419
H -1.929 -2.329 0.364
H 1.063 1.952 -3.807
H 2.913 -1.242 -1.840
H -2.035 -2.626 4.168
H -1.005 0.383 1.933
H 1.785 1.342 0.873
H 2.326 -0.969 -3.509
H -3.805 -2.955 1.610
H 0.425 -0.681 1.941
H 1.738 2.880 1.719
H -3.955 -1.432 3.612
H 1.640 0.968 3.338
H -1.506 1.816 -1.425
H 0.284 2.274 0.924
H -3.042 -0.218 2.731
H 1.145 2.846 -2.258
H -4.562 -1.385 1.232
H -1.324 -2.422 2.563
```

Output
- LUMO (eV) = -0.15
- SMILES string = CCCSCCCNC(=O)c1cc2c(s1)CS(=O)(=O)C2
- frontier orbital gap (hartree) = 0.3077
- ΔE to the lowest compared entry with this formula, charge and spin (kcal per mole) = 1.80

Population analysis type Löwdin, resulting atomic charges in e: number 1, S, carries 1.120; number 2, S, carries 0.695; number 3, S, carries 0.855; number 4, O, carries -0.312; number 5, O, carries 0.081; number 6, O, carries -0.301; number 7, N, carries 0.047; number 8, C, carries -0.488; number 9, C, carries -0.236; number 10, C, carries -0.035; number 11, C, carries -0.318; number 12, C, carries -0.547; number 13, C, carries -0.100; number 14, C, carries -0.179; number 15, C, carries -0.409; number 16, C, carries -0.508; number 17, C, carries -0.127; number 18, C, carries -0.537; number 19, C, carries -0.177; number 20, C, carries -0.322; number 21, H, carries 0.103; number 22, H, carries 0.087; number 23, H, carries 0.113; number 24, H, carries 0.112; number 25, H, carries 0.067; number 26, H, carries 0.061; number 27, H, carries 0.058; number 28, H, carries 0.111; number 29, H, carries 0.125; number 30, H, carries 0.071; number 31, H, carries 0.076; number 32, H, carries 0.111; number 33, H, carries 0.105; number 34, H, carries 0.134; number 35, H, carries 0.070; number 36, H, carries 0.093; number 37, H, carries 0.118; number 38, H, carries 0.123; number 39, H, carries 0.061

Below is an isolated molecule of C13H19NO4, with properties calculated with the ωB97M-V functional and the def2-TZVPD basis.

Geometry as XYZ:
```
37
Properties=species:S:1:pos:R:3
O 1.600 1.448 -0.581
O -0.155 -2.289 0.000
O 4.169 0.382 -0.321
O 4.386 -0.837 1.543
N -0.704 2.441 0.519
C 5.212 1.232 0.142
C 1.855 -0.871 -1.134
C -1.011 1.217 0.513
C -2.327 -1.398 0.164
C 3.840 -0.648 0.493
C -3.233 0.496 -1.218
C -0.824 -1.271 0.040
C 2.766 -1.531 -0.091
C -2.347 0.868 1.103
C -0.225 0.074 -0.012
C -4.514 -0.340 0.752
C -3.114 -0.090 0.190
C 1.028 0.232 -0.535
H -2.255 0.606 -1.681
H 0.198 2.683 0.125
H -3.841 -0.151 -1.848
H 5.452 1.900 -0.682
H 2.161 -1.930 0.725
H -5.039 -1.080 0.151
H -2.659 -2.041 -0.656
H 4.877 1.799 1.012
H 1.208 -1.649 -1.536
H -2.192 0.394 2.077
H -3.700 1.477 -1.179
H -2.509 -1.960 1.085
H 2.526 1.364 -0.866
H -5.094 0.580 0.746
H 3.278 -2.380 -0.552
H 6.084 0.639 0.422
H -2.896 1.797 1.259
H 2.463 -0.459 -1.946
H -4.462 -0.704 1.776
```

Output
- LUMO (eV) = 0.36
- SMILES string = [H]/N=C1/CC(C)(C)CC(=O)/C1=C(/O)CCC(=O)OC
- frontier orbital gap (hartree) = 0.3480
- ΔE to the lowest compared entry with this formula, charge and spin (kcal per mole) = 22.84

Population analysis type Löwdin, resulting atomic charges in e: number 1, O, carries 0.080; number 2, O, carries 0.060; number 3, O, carries -0.087; number 4, O, carries 0.133; number 5, N, carries 0.172; number 6, C, carries -0.034; number 7, C, carries -0.100; number 8, C, carries -0.336; number 9, C, carries -0.065; number 10, C, carries -0.481; number 11, C, carries -0.029; number 12, C, carries -0.328; number 13, C, carries -0.055; number 14, C, carries -0.100; number 15, C, carries -0.033; number 16, C, carries -0.050; number 17, C, carries -0.560; number 18, C, carries -0.205; number 19, H, carries 0.084; number 20, H, carries 0.040; number 21, H, carries 0.086; number 22, H, carries 0.096; number 23, H, carries 0.129; number 24, H, carries 0.085; number 25, H, carries 0.139; number 26, H, carries 0.104; number 27, H, carries 0.120; number 28, H, carries 0.136; number 29, H, carries 0.092; number 30, H, carries 0.137; number 31, H, carries 0.107; number 32, H, carries 0.085; number 33, H, carries 0.141; number 34, H, carries 0.099; number 35, H, carries 0.124; number 36, H, carries 0.130; number 37, H, carries 0.084

Below is a structure of composition C13H20Cl2F9O5PPt, with properties calculated with the ωB97M-V functional and the def2-TZVPD basis.

Geometry as XYZ:
```
51
Properties=species:S:1:pos:R:3
Pt -0.449 0.253 -0.637
Cl 2.561 -0.803 -0.677
Cl -1.786 -0.780 -2.173
P -0.640 1.057 2.154
F -0.019 1.781 -4.664
F 1.899 2.608 -4.089
F 1.819 4.201 -1.824
F 0.683 3.280 -0.229
F -0.950 4.602 -1.889
F 2.208 2.154 -1.257
F 1.287 0.674 -3.358
F -1.818 3.403 -3.453
F -0.001 4.506 -3.829
O -0.776 1.733 -1.866
O -0.981 0.289 3.348
O 0.364 0.339 1.147
O -1.809 1.316 1.080
O -0.087 2.509 2.391
C 0.840 2.893 3.468
C -3.517 2.054 2.674
C -0.669 3.796 -2.919
C 0.930 -1.129 -1.193
C -3.052 2.109 1.229
C -2.737 3.522 0.781
C -4.034 1.430 0.295
C 1.325 4.270 3.054
C 0.073 2.951 4.778
C 1.245 3.066 -1.419
C 0.851 1.899 -3.663
C 0.171 2.564 -2.428
C 1.987 1.895 3.523
H 1.631 0.908 3.823
H 0.891 -1.293 -2.259
H -2.804 2.541 3.340
H -0.746 3.668 4.705
H -4.215 0.401 0.608
H 1.986 4.673 3.821
H -0.335 1.975 5.035
H 0.540 -1.984 -0.635
H -3.642 4.129 0.839
H -4.981 1.970 0.302
H 2.726 2.227 4.252
H -3.648 1.422 -0.726
H 2.469 1.814 2.547
H 1.869 4.220 2.111
H -1.971 3.970 1.413
H -3.651 1.026 3.005
H -4.470 2.580 2.751
H 0.744 3.277 5.574
H -2.385 3.521 -0.250
H 0.479 4.948 2.934
```

Output
- LUMO (alpha / beta) (eV) = -2.81 / -2.81
- frontier orbital gap (alpha / beta) (hartree) = 0.2803 / 0.2803
- ΔE to the lowest compared entry with this formula, charge and spin (kcal per mole) = 0.00

Population analysis type Löwdin, resulting atomic charges in e: number 1, Pt, carries 1.194; number 2, Cl, carries 0.613; number 3, Cl, carries 0.125; number 4, P, carries 0.296; number 5, F, carries 0.190; number 6, F, carries 0.185; number 7, F, carries 0.187; number 8, F, carries 0.163; number 9, F, carries 0.174; number 10, F, carries 0.137; number 11, F, carries 0.138; number 12, F, carries 0.192; number 13, F, carries 0.185; number 14, O, carries -0.300; number 15, O, carries -0.214; number 16, O, carries -0.432; number 17, O, carries -0.270; number 18, O, carries -0.166; number 19, C, carries -0.600; number 20, C, carries -0.023; number 21, C, carries -0.558; number 22, C, carries -0.771; number 23, C, carries -0.586; number 24, C, carries -0.009; number 25, C, carries -0.022; number 26, C, carries -0.022; number 27, C, carries -0.026; number 28, C, carries -0.563; number 29, C, carries -0.556; number 30, C, carries -0.246; number 31, C, carries -0.027; number 32, H, carries 0.086; number 33, H, carries -0.009; number 34, H, carries 0.079; number 35, H, carries 0.089; number 36, H, carries 0.096; number 37, H, carries 0.094; number 38, H, carries 0.079; number 39, H, carries 0.029; number 40, H, carries 0.100; number 41, H, carries 0.097; number 42, H, carries 0.096; number 43, H, carries 0.072; number 44, H, carries 0.092; number 45, H, carries 0.084; number 46, H, carries 0.085; number 47, H, carries 0.095; number 48, H, carries 0.098; number 49, H, carries 0.093; number 50, H, carries 0.071; number 51, H, carries 0.091

> What is the formula in the fourth record?

C13H19NO3S3

> Which of these has the highest ΔE to the lowest compared entry with this formula, charge and spin?

C13H19N2